# 1
Formula: C14H15BF2INO8
Source: OMol25
Level of theory: the ωB97M-V functional and the def2-TZVPD basis

Each line ends with the Löwdin charge.
Atoms and positions in Å:
C  -2.806  1.152  -4.108  0.01
C  -1.554  0.126  -4.012  -0.39
O  -1.825  -1.088  -3.895  0.06
O  -0.262  0.714  -4.016  -0.07
C  0.740  -0.137  -4.614  -0.17
C  2.152  0.289  -3.908  -0.07
C  1.789  0.393  -2.330  -0.12
C  1.604  1.726  -1.582  0.03
C  1.206  1.695  -0.080  -0.02
C  1.009  0.279  0.567  -0.54
I  0.383  0.247  2.647  1.05
C  1.231  -1.032  -0.269  -0.14
C  1.026  -2.504  0.322  -0.13
C  1.912  -2.815  1.632  -0.13
C  2.350  -4.353  1.750  -0.38
O  1.691  -5.089  2.524  0.09
O  3.469  -4.916  1.022  0.01
N  1.605  -0.895  -1.666  0.13
H  -3.566  0.777  -4.868  0.10
H  -3.312  1.207  -3.071  0.10
H  -2.400  2.204  -4.337  0.09
H  0.797  -0.040  -5.765  0.15
H  0.621  -1.252  -4.403  0.12
H  2.396  1.358  -4.251  0.13
H  2.989  -0.457  -4.107  0.13
H  1.737  2.713  -2.156  0.13
H  1.032  2.677  0.479  0.12
H  -0.089  -2.769  0.473  0.15
H  1.389  -3.235  -0.499  0.13
H  1.314  -2.578  2.589  0.08
H  2.862  -2.174  1.547  0.13
H  4.262  -4.618  1.531  0.12
H  1.725  -1.783  -2.192  0.16
B  -2.045  2.166  5.780  -1.02
O  -3.394  1.885  6.297  0.22
C  -4.242  2.692  5.658  -0.41
O  -5.434  2.716  5.848  0.14
C  -3.500  3.526  4.707  -0.41
O  -3.971  4.361  3.972  0.13
O  -2.204  3.226  4.769  0.20
F  -1.492  0.986  5.173  0.02
F  -1.194  2.618  6.839  0.09

Summary:
- LUMO level (eV) = -2.89
- largest force on an atom (eV/Å) = 5.06
- total charge = 0

=====

# 2
Formula: C33H32BBr2F3O2S
Source: OMol25
Level of theory: the ωB97M-V functional and the def2-TZVPD basis

Each line ends with the Löwdin charge.
Atoms and positions in Å:
C  -1.695  5.599  -1.378  0.00
C  -1.036  5.455  -0.011  -0.43
C  -1.888  6.040  1.112  0.00
O  -1.032  4.039  0.201  0.13
B  0.259  3.631  -0.034  -0.74
C  0.489  2.130  0.281  -0.08
C  0.142  2.323  1.718  -0.01
C  1.113  2.636  2.679  -0.04
C  1.718  1.490  3.379  -0.21
C  3.088  1.367  3.741  -0.04
C  3.566  0.226  4.373  -0.13
C  2.685  -0.807  4.710  -0.70
Br  3.301  -2.361  5.610  0.73
C  1.341  -0.746  4.329  -0.13
C  0.885  0.385  3.666  -0.04
C  -0.460  1.474  -0.710  -0.17
C  -0.280  1.720  -2.095  -0.02
C  -1.251  1.314  -3.022  -0.11
C  -2.411  0.664  -2.565  -0.71
Br  -3.786  0.230  -3.774  0.73
C  -2.558  0.361  -1.207  -0.11
C  -1.557  0.719  -0.297  -0.02
O  1.213  4.566  -0.235  0.18
C  0.530  5.837  -0.002  -0.41
C  1.015  6.680  -1.170  -0.01
C  0.991  6.407  1.339  -0.02
H  -1.787  6.646  -1.677  0.09
H  -1.123  5.031  -2.125  0.10
H  -2.694  5.146  -1.338  0.10
H  -1.965  7.135  1.072  0.10
H  -2.911  5.647  1.054  0.10
H  -1.489  5.767  2.098  0.07
H  1.532  1.849  0.129  0.17
H  -0.855  2.074  2.057  0.12
H  1.665  3.551  2.625  0.10
H  3.767  2.190  3.539  0.11
H  4.620  0.122  4.640  0.11
H  0.671  -1.580  4.552  0.11
H  -0.163  0.448  3.377  0.11
H  0.637  2.204  -2.450  0.13
H  -1.120  1.519  -4.079  0.10
H  -3.447  -0.136  -0.844  0.10
H  -1.611  0.428  0.755  0.12
H  0.532  7.664  -1.237  0.10
H  2.095  6.815  -1.049  0.10
H  0.862  6.134  -2.109  0.09
H  0.585  7.411  1.537  0.10
H  0.721  5.774  2.195  0.05
H  2.083  6.497  1.342  0.10
C  0.952  8.988  5.822  -0.10
C  0.644  7.662  5.227  -0.57
C  -0.633  7.138  5.067  -0.12
C  -0.655  5.764  4.706  -0.12
C  0.608  5.149  4.727  -0.44
C  0.864  3.878  5.337  -0.27
C  -0.204  2.984  5.573  -0.02
C  -0.053  1.956  6.480  0.00
C  1.199  1.738  7.040  -0.13
C  1.349  0.611  8.022  -0.51
F  2.648  0.202  8.150  0.10
F  0.906  0.931  9.278  0.12
F  0.649  -0.500  7.619  0.10
C  2.295  2.531  6.727  0.00
C  2.137  3.575  5.838  -0.05
S  1.818  6.467  4.809  1.07
H  0.014  9.490  6.091  0.08
H  1.563  8.903  6.730  0.08
H  1.491  9.632  5.117  0.08
H  -1.510  7.736  5.290  0.11
H  -1.576  5.206  4.555  0.11
H  -1.153  3.119  5.052  0.12
H  -0.879  1.299  6.732  0.13
H  3.263  2.305  7.159  0.13
H  3.004  4.166  5.554  0.10

Summary:
- LUMO level (eV) = -0.72
- largest force on an atom (eV/Å) = 3.34
- SMILES string = CC1(C)OB([C@@H](/C=C/c2ccc(Br)cc2)c2ccc(Br)cc2)OC1(C)C.Cc1ccc(-c2ccc(C(F)(F)F)cc2)s1
- relative energy (zero: lowest compared OMol25 entry of this formula, charge and spin) (eV) = 0.0000
- total charge = 0

=====

# 3
Formula: C10H20ClMnZr
Source: OMol25
Level of theory: the ωB97M-V functional and the def2-TZVPD basis

Each line ends with the natural charge from an NBO analysis.
Atoms and positions in Å:
Mn  0.206  0.363  0.761  1.38
Cl  -0.569  0.439  -1.462  -0.55
C  2.118  0.571  0.343  -0.79
H  2.473  0.592  1.391  0.22
H  2.166  1.527  -0.195  0.22
H  2.443  -0.290  -0.264  0.25
Zr  -1.081  2.677  -2.359  1.76
C  0.402  2.821  -3.973  -1.26
C  -3.130  2.187  -2.961  -1.25
C  -1.259  4.705  -1.707  -1.20
H  -3.780  2.030  -2.096  0.23
H  -3.551  3.058  -3.481  0.24
H  -3.243  1.349  -3.648  0.22
H  1.417  2.984  -3.600  0.23
H  0.415  1.997  -4.686  0.22
H  0.164  3.721  -4.561  0.24
H  -0.554  5.532  -1.942  0.20
H  -2.205  5.230  -1.452  0.20
C  1.777  -4.491  2.538  -0.59
C  0.649  -3.595  3.079  -0.21
C  -0.644  -4.405  3.273  -0.59
C  1.090  -2.968  4.417  -0.58
C  0.390  -2.510  2.132  0.18
C  0.249  -1.462  1.499  -0.70
H  1.988  -5.310  3.238  0.21
H  2.700  -3.912  2.405  0.21
H  1.511  -4.925  1.567  0.22
H  -0.486  -5.219  3.992  0.21
H  -1.450  -3.763  3.651  0.22
H  -0.981  -4.840  2.323  0.22
H  2.010  -2.382  4.289  0.21
H  0.321  -2.292  4.811  0.22
H  1.282  -3.744  5.166  0.21

Summary:
- LUMO level (alpha / beta) (eV) = -2.61 / -1.38
- multiplicity = 5
- largest force on an atom (eV/Å) = 3.08
- total charge = 0
- ⟨S²⟩ = 6.3213